Density functional theory data (ωB97M-V/def2-TZVPD) for a molecular structure, C16H13Cl3MoNO9S in a non-equilibrium geometry.

For the energy above the lowest of the compared OMol25 structures with the same formula, charge and spin, the calculation gives 0.0 kcal/mol. Its multiplicity is 1. The calculation puts the highest occupied orbital energy (spin up / spin down) at -12.44 / -12.44 eV. Its LUMO energy (spin up / spin down) is -0.2354 / -0.2354 Eh. The charge is +1. For the total energy, the calculation gives -86968.9667 eV.

CARTESIAN COORDINATES (ANGSTROEM)
Mo 1.083 1.561 -0.660
C -4.135 -1.844 4.180
C -2.813 -1.622 3.501
C -1.621 -1.820 4.194
C -0.396 -1.637 3.577
C -0.380 -1.259 2.239
C -1.557 -1.069 1.512
C -2.763 -1.251 2.154
S 1.141 -0.982 1.473
O 1.218 -1.611 0.198
O 2.209 -1.085 2.409
N 1.038 0.761 1.086
C 1.518 1.592 2.217
C 2.291 2.775 1.655
O 2.899 3.579 2.255
O 2.119 2.802 0.266
H -4.077 -1.619 5.243
H -4.427 -2.892 4.082
H -4.920 -1.240 3.729
H -1.653 -2.128 5.232
H 0.532 -1.796 4.109
H -1.520 -0.807 0.462
H -3.686 -1.120 1.604
H 2.186 1.017 2.856
H 0.691 1.975 2.816
O 2.326 -3.509 -3.969
C 2.082 -2.482 -3.432
C 0.691 -2.040 -2.872
O -0.333 -2.651 -2.897
C 0.992 -0.723 -2.298
C 2.293 -0.334 -2.374
O 2.612 0.750 -1.718
C 3.112 -1.339 -3.132
O 4.261 -1.301 -3.431
O 0.317 0.147 -1.552
Cl 0.919 3.469 -2.258
C -0.424 2.946 -1.190
H -1.264 2.642 -1.806
H -0.655 3.761 -0.511
Cl -0.091 3.739 -5.810
C -0.475 2.028 -5.903
Cl 0.314 1.090 -4.600
H -0.113 1.633 -6.844
H -1.544 1.898 -5.791